Computed, not measured: a cluster of 2 separate species, C12H23IN3O7PS in total, with ωB97M-V with the def2-TZVPD basis set.

XYZ file:
```
48
Properties=species:S:1:pos:R:3:forces:R:3:mulliken_charge:R:1
O 6.4100 0.9180 0.8051 -1.81 -3.46 -8.45 -0.47
C 6.0837 0.4162 -0.4148 -0.30 3.49 6.46 0.13
O 4.7269 0.7150 -0.8965 2.88 -1.91 0.97 -0.18
C 3.9469 -0.4991 -1.1816 -1.33 -0.80 -0.51 -0.37
C 3.4381 -1.3286 0.1397 0.21 -0.16 0.38 -0.33
C 1.8700 -1.0518 0.5369 -1.74 -3.12 -1.04 -0.36
I 2.0064 1.0523 1.2723 -0.43 0.89 -0.53 -0.07
C 1.2363 -1.7695 1.8901 0.95 3.00 1.85 -0.57
O -0.1655 -1.3258 1.8657 3.59 -0.91 -1.09 -0.42
P -0.6890 -1.9300 0.2719 -1.58 -1.87 0.98 0.40
C -2.1969 -2.5264 1.2427 -1.73 -1.30 1.24 -0.86
C -3.6630 -1.9832 0.8707 -0.63 -1.57 -0.34 -0.28
S -4.3024 -0.9193 2.3235 -0.33 1.67 -1.16 -0.13
C -4.3268 0.8914 1.8938 -0.07 2.21 -1.29 0.35
N -5.2726 1.7840 1.1283 7.26 -1.23 4.47 -0.28
N -4.5973 3.0239 1.2109 4.10 -0.38 2.27 -0.30
C -3.2835 2.9857 1.9633 -4.95 -3.66 -1.72 -0.01
O -3.1127 1.5959 2.4260 -3.82 2.35 -2.93 -0.19
C -1.3766 -0.2460 -0.3640 0.37 2.35 -1.07 0.25
C -2.0140 -0.3355 -1.9013 -1.44 1.20 0.88 -0.44
C -1.2274 0.5822 -3.0031 1.51 -4.47 -4.49 0.29
O -0.7755 -0.0320 -4.1299 -2.76 5.16 7.23 -0.55
O -1.0847 2.0272 -2.7741 0.72 -2.29 0.70 -0.53
O 0.8092 -1.3422 -0.4845 4.63 0.70 2.36 -0.54
H 6.8402 -0.1727 -1.0860 -1.68 0.98 1.13 0.31
H 4.5885 -1.1922 -1.8733 -1.36 1.21 1.19 0.29
H 2.9556 -0.1270 -1.7334 2.40 -0.85 0.98 0.18
H 4.0869 -1.0189 1.0915 -1.40 -0.64 -2.10 0.36
H 3.6195 -2.4724 -0.0445 -0.60 2.11 0.27 0.37
H 1.5065 -2.8811 2.1298 -0.89 1.84 -1.13 0.24
H 1.7022 -1.1400 2.7652 -0.70 -1.52 -1.36 0.41
H -1.0823 -2.7294 -0.8983 0.09 1.12 -0.16 0.15
H -0.0966 -3.2076 0.6904 0.38 0.52 -0.28 0.09
H -2.2168 -3.7176 1.1547 -0.01 2.45 -0.03 0.33
H -2.0106 -2.3260 2.4048 -0.55 -0.41 -2.68 0.30
H -4.3953 -2.9289 0.8920 1.30 2.30 0.06 0.34
H -3.8343 -1.4957 -0.1710 0.50 -0.61 1.99 0.17
H -2.4976 3.8134 2.2291 -2.00 -1.94 -0.59 0.32
H -2.0679 0.3112 0.3955 0.96 -1.14 -1.55 -0.10
H -0.4160 0.4515 -0.4942 -2.05 -1.35 0.56 -0.30
H -3.1057 0.1361 -1.7910 2.24 -0.80 -0.53 0.31
H -2.1988 -1.4460 -2.2577 0.98 2.45 0.43 0.38
H -0.9539 2.2103 -1.7940 -1.01 -1.17 -1.38 0.31
N 1.4274 3.8461 -1.2602 0.02 0.37 -0.10 -0.36
H 1.5876 4.7874 -1.6378 -0.08 -0.23 0.04 0.43
H 0.7564 3.3478 -1.8565 0.10 -0.11 -0.12 0.26
H 2.3149 3.3303 -1.2384 -0.12 -0.21 0.23 0.29
H 1.0505 3.9190 -0.3078 0.19 -0.28 -0.05 0.36
```
Forces are in eV/Å.

Output
Strongest force on any atom = 9.3 eV Å⁻¹
Total charge = 0
Energy above the lowest of the compared OMol25 structures with the same formula, charge and spin = 572.3 kJ/mol
LUMO = -1.76 eV
Frontier orbital gap = 6.00 eV